1.
DFT (ωB97M-V with the def2-TZVPD basis set) results for a single C9H10N2O3 molecule in a non-equilibrium geometry.

Last column: Mulliken charge in e.
Element x y z (Å)
N -4.185 -1.085 0.050  -0.587
C -2.895 -0.523 0.071  0.809
C -2.151 -0.362 1.213  -0.667
C -0.930 0.271 1.212  -0.109
C -0.397 0.781 0.049  -0.855
C 0.836 1.567 0.030  0.564
O 0.945 2.602 -0.596  -0.629
N 1.905 1.061 0.787  -0.160
C 2.240 -0.368 1.036  -0.624
C 2.549 -1.213 -0.199  0.661
O 3.615 -1.757 -0.312  -0.553
O 1.579 -1.276 -1.141  -0.502
C -1.132 0.686 -1.127  -0.346
C -2.318 -0.016 -1.120  -0.458
H -4.773 -0.795 -0.717  0.245
H -4.750 -0.975 0.937  0.252
H -2.538 -0.705 2.130  0.371
H -0.421 0.405 2.167  0.569
H 2.718 1.666 0.633  0.295
H 3.158 -0.309 1.590  0.367
H 1.479 -0.881 1.624  0.267
H 0.800 -0.812 -0.807  0.392
H -0.709 1.138 -2.011  0.405
H -2.920 -0.056 -2.008  0.293

Calculated values
Structure (SMILES): Nc1ccc(C(=O)NCC(=O)O)cc1
Max |F|, Eh/bohr: 0.03713
Molar mass, g/mol: 194.19
Charge: 0
Gap between HOMO and LUMO, Ha: 0.3476
Relative energy (zero: lowest compared OMol25 entry of this formula, charge and spin), kJ/mol: 0.00
LUMO level, eV: 0.4912
E_tot, eV: -18618.5566

***

2.
DFT (ωB97M-V with the def2-TZVPD basis set) results for a 2-piece molecular cluster, C3H6BrClO overall in a non-equilibrium geometry.

Last column: Mulliken charge in e.
Element x y z (Å)
C -0.850 1.032 -0.312  -0.941
C 0.312 0.248 0.353  0.614
Cl 0.590 -1.299 -0.280  -0.347
C 0.922 0.548 1.506  -0.311
O 1.799 -0.179 2.279  -0.477
H -1.128 1.698 0.561  0.274
H -0.559 1.715 -1.168  0.246
H -1.678 0.408 -0.717  0.317
H 0.836 1.491 1.851  0.373
H 2.064 -0.928 1.753  0.298
Br -1.615 -2.751 -3.310  -0.220
H -0.692 -1.982 -2.517  0.175

Calculated values
Structure (SMILES): C/C(Cl)=C/O.Br
Max |F|, Eh/bohr: 0.06540
Molar mass, g/mol: 173.44
Charge: 0
Gap between HOMO and LUMO, Ha: 0.3559
Relative energy (zero: lowest compared OMol25 entry of this formula, charge and spin), kJ/mol: 14.47
LUMO level, eV: 0.6502
E_tot, eV: -87819.6810

***

3.
DFT (ωB97M-V with the def2-TZVPD basis set) results for a 2-piece molecular cluster, C4H11NO overall in a non-equilibrium geometry.

Last column: Mulliken charge in e.
Element x y z (Å)
C -1.406 0.443 1.507  -0.716
C -2.264 -0.238 0.762  0.065
O -2.206 -0.451 -0.596  -0.484
H -1.522 0.421 2.575  0.263
H -0.825 1.266 1.104  0.180
H -2.955 -0.949 1.157  0.339
H -1.694 0.296 -0.951  0.345
C 1.319 -1.057 -0.801  -0.723
N 2.155 -0.090 -0.063  -0.359
C 1.914 1.302 -0.464  -0.754
H 0.325 -0.952 -0.367  0.185
H 1.243 -1.026 -1.888  0.275
H 1.702 -1.994 -0.394  0.352
H 3.129 -0.280 -0.276  0.231
H 2.136 1.405 -1.533  0.341
H 2.518 1.997 0.109  0.272
H 0.855 1.514 -0.324  0.186

Calculated values
Structure (SMILES): C=CO.CNC
Max |F|, Eh/bohr: 0.04002
Molar mass, g/mol: 89.14
Charge: 0
Gap between HOMO and LUMO, Ha: 0.3635
Relative energy (zero: lowest compared OMol25 entry of this formula, charge and spin), kJ/mol: 223.88
LUMO level, eV: 0.9502
E_tot, eV: -7862.2332

***

4.
DFT (ωB97M-V with the def2-TZVPD basis set) results for C17H35KO13 as an isolated structure in a non-equilibrium geometry.

Last column: Mulliken charge in e.
Element x y z (Å)
K -2.779 29.278 -3.340  0.966
C -1.226 32.989 -4.598  -0.827
O -1.763 31.680 -4.710  -0.804
H -0.915 33.094 -3.559  0.362
H -0.478 33.332 -5.312  0.113
H -2.001 33.725 -4.812  0.191
C 2.579 25.654 -4.629  -1.087
C 1.170 25.926 -4.320  -0.190
O 0.729 26.776 -5.396  -0.234
C -0.475 27.254 -5.457  0.753
O -1.438 27.011 -4.759  -0.662
O -0.457 28.273 -6.422  -0.267
C -1.585 28.961 -6.927  -0.399
H 3.230 25.441 -3.782  0.354
H 2.937 26.534 -5.164  0.274
H 2.655 24.797 -5.298  0.293
H 1.094 26.526 -3.413  0.275
H 0.510 25.061 -4.276  0.321
H -2.396 28.246 -7.064  0.404
H -1.231 29.340 -7.886  0.130
H -1.826 29.691 -6.153  0.044
C -5.275 33.890 -3.978  -1.156
C -5.280 32.502 -3.244  0.179
O -5.740 32.588 -1.883  -0.318
C -6.956 32.084 -1.514  0.741
O -7.792 31.688 -2.246  -0.533
O -7.063 32.140 -0.223  -0.343
C -8.212 31.515 0.362  -0.604
H -4.854 33.718 -4.969  0.303
H -4.677 34.648 -3.470  0.306
H -6.292 34.261 -4.103  0.354
H -4.223 32.241 -3.198  -0.081
H -5.831 31.721 -3.768  0.368
H -8.229 30.559 -0.160  0.308
H -9.086 32.124 0.129  0.266
H -8.069 31.407 1.437  0.207
C -1.228 32.929 -8.765  -1.038
C -0.722 34.384 -8.755  -0.314
O -0.402 34.761 -10.104  -0.367
C -1.384 34.985 -10.970  0.786
O -2.565 35.049 -10.678  -0.579
O -0.879 35.275 -12.180  -0.334
C 0.500 35.235 -12.528  -0.548
H -0.640 32.187 -9.305  0.255
H -2.264 32.916 -9.105  0.526
H -1.313 32.585 -7.734  0.184
H 0.088 34.405 -8.026  0.365
H -1.524 34.960 -8.293  0.320
H 0.726 35.337 -13.590  0.246
H 0.870 34.300 -12.109  0.264
H 1.005 35.991 -11.926  0.255
C 1.734 31.959 -7.476  -0.867
C 1.683 30.984 -6.245  -0.023
O 2.668 31.269 -5.281  -0.357
C 3.935 30.842 -5.556  0.706
O 4.295 30.352 -6.625  -0.575
O 4.684 31.047 -4.526  -0.359
C 6.055 30.821 -4.627  -0.663
H 1.083 31.581 -8.264  0.107
H 2.674 31.965 -8.028  0.426
H 1.547 32.994 -7.190  0.220
H 1.713 29.943 -6.567  0.259
H 0.742 30.925 -5.698  0.258
H 6.204 29.744 -4.550  0.290
H 6.636 31.160 -3.769  0.253
H 6.525 31.341 -5.462  0.297

Calculated values
Max |F|, Eh/bohr: 0.07063
Molar mass, g/mol: 486.55
Charge: 0
Gap between HOMO and LUMO, Ha: 0.2157
Relative energy (zero: lowest compared OMol25 entry of this formula, charge and spin), kJ/mol: 8.11
LUMO level, eV: -0.7020
E_tot, eV: -61136.7288

***

5.
DFT (ωB97M-V with the def2-TZVPD basis set) results for C45H43AsClN4O4PdS3 as an isolated structure.

Last column: Mulliken charge in e.
Element x y z (Å)
Pd 0.418 1.807 -0.797  -0.230
O 0.299 4.779 -2.297  -0.586
Cl -0.757 4.316 -1.453  1.909
O -1.642 5.356 -1.087  -0.658
O -0.135 3.770 -0.178  -0.634
O -1.445 3.194 -2.046  -0.625
N 0.789 0.118 -1.786  -0.675
S 0.076 -1.154 -1.664  2.016
N -1.367 -1.159 -0.898  -0.042
S -1.787 -1.705 0.492  1.000
N -1.052 -1.367 1.790  0.278
S -0.455 0.159 2.147  1.883
N 0.574 0.731 1.294  -0.603
C -1.956 1.118 2.333  0.600
C -2.580 1.309 3.557  -0.392
C -3.736 2.078 3.611  -0.930
C -4.259 2.638 2.455  -0.768
C -3.630 2.436 1.233  -1.035
C -2.474 1.677 1.171  0.037
C 0.027 -0.197 3.827  -0.313
C -0.449 -1.274 4.561  -0.089
C -0.009 -1.443 5.866  -0.824
C 0.888 -0.541 6.422  -0.544
C 1.357 0.533 5.676  -0.829
C 0.927 0.709 4.370  -0.222
C -1.829 -3.478 0.519  0.966
C -2.757 -4.122 -0.290  -1.086
C -2.755 -5.506 -0.335  -0.757
C -1.836 -6.224 0.422  -0.663
C -0.923 -5.563 1.232  -0.864
C -0.915 -4.178 1.291  -0.440
C -3.485 -1.199 0.548  0.216
C -4.137 -0.744 -0.589  -0.109
C -5.455 -0.333 -0.473  -0.871
C -6.093 -0.371 0.760  -0.624
C -5.422 -0.828 1.888  -0.777
C -4.107 -1.250 1.788  -0.540
C -0.424 -1.756 -3.261  -0.232
C -1.387 -2.747 -3.397  -0.104
C -1.750 -3.157 -4.669  -0.775
C -1.163 -2.569 -5.783  -0.629
C -0.215 -1.568 -5.631  -0.783
C 0.161 -1.153 -4.361  -0.833
C 1.047 -2.474 -0.937  0.586
C 1.148 -3.751 -1.470  -0.278
C 1.964 -4.678 -0.838  -0.853
C 2.668 -4.326 0.306  -0.776
C 2.568 -3.039 0.820  -0.943
C 1.764 -2.100 0.194  0.195
H -2.173 0.878 4.462  0.467
H -4.221 2.245 4.564  0.444
H -5.153 3.244 2.508  0.454
H -4.023 2.883 0.329  0.608
H -1.984 1.525 0.216  0.196
H -1.146 -1.972 4.119  0.281
H -0.369 -2.280 6.448  0.464
H 1.226 -0.676 7.441  0.421
H 2.058 1.232 6.110  0.451
H 1.287 1.531 3.764  0.531
H -3.481 -3.554 -0.861  0.397
H -3.478 -6.024 -0.950  0.463
H -1.840 -7.305 0.385  0.434
H -0.213 -6.125 1.823  0.493
H -0.213 -3.646 1.916  0.578
H -3.614 -0.690 -1.533  0.493
H -5.979 0.032 -1.346  0.476
H -7.118 -0.038 0.845  0.446
H -5.919 -0.847 2.848  0.471
H -3.566 -1.590 2.661  0.357
H -1.850 -3.186 -2.524  0.500
H -2.498 -3.930 -4.793  0.467
H -1.455 -2.888 -6.774  0.409
H 0.229 -1.101 -6.499  0.455
H 0.882 -0.362 -4.209  0.518
H 0.619 -4.029 -2.370  0.557
H 2.056 -5.674 -1.250  0.488
H 3.309 -5.053 0.788  0.427
H 3.129 -2.759 1.702  0.558
H 1.685 -1.084 0.570  -0.082
C 3.881 1.068 -0.602  -1.243
As 2.666 2.421 -1.241  1.199
C 3.095 2.668 -3.102  -1.228
C 3.127 4.071 -0.302  -1.055
C 4.221 4.810 -1.013  0.174
C 3.904 5.741 -2.000  -0.110
C 4.910 6.387 -2.702  -0.715
C 6.243 6.108 -2.430  -0.448
C 6.566 5.186 -1.445  -0.706
C 5.559 4.541 -0.740  -0.249
H 4.913 1.403 -0.708  0.557
H 3.721 0.163 -1.187  0.310
H 3.649 0.871 0.444  0.299
H 4.134 2.972 -3.222  0.447
H 2.433 3.433 -3.502  0.325
H 2.914 1.721 -3.607  0.341
H 3.421 3.769 0.704  0.554
H 2.205 4.644 -0.233  0.519
H 2.864 5.958 -2.213  0.444
H 4.653 7.113 -3.462  0.410
H 7.026 6.614 -2.978  0.394
H 7.603 4.974 -1.219  0.395
H 5.815 3.831 0.039  0.416

Calculated values
Max |F|, Eh/bohr: 0.01248
Molar mass, g/mol: 1016.86
Charge: +1
Gap between HOMO and LUMO (spin up / spin down), Ha: 0.2660 / 0.2660
Relative energy (zero: lowest compared OMol25 entry of this formula, charge and spin), kJ/mol: 79.83
LUMO level (spin up / spin down), eV: -2.8300 / -2.8242
E_tot, eV: -170839.9062

***

6.
DFT (ωB97M-V with the def2-TZVPD basis set) results for C30H22N5O9W as an isolated structure.

Last column: Mulliken charge in e.
Element x y z (Å)
W 1.409 -0.862 1.506  2.251
O 0.442 -2.613 0.920  -0.465
N -0.614 -2.960 1.604  -0.670
N -0.735 -2.333 2.687  1.125
O 0.150 -1.461 3.086  -0.793
C -1.851 -2.607 3.541  0.425
C -1.877 -2.003 4.785  -0.387
C -2.948 -2.260 5.626  -0.637
C -3.972 -3.103 5.222  -0.425
C -3.928 -3.692 3.966  -0.564
C -2.866 -3.449 3.111  -0.355
H -1.074 -1.340 5.067  0.481
H -2.982 -1.793 6.601  0.368
H -4.808 -3.297 5.881  0.375
H -4.729 -4.344 3.644  0.367
H -2.824 -3.892 2.129  0.467
O 6.838 -3.434 -2.147  -0.716
C 5.793 -3.065 -2.705  0.463
O 5.466 -3.020 -3.903  -0.729
C 4.690 -2.563 -1.726  0.299
C 3.467 -2.115 -2.204  -1.151
C 2.509 -1.651 -1.326  0.049
N 2.721 -1.620 -0.006  -0.137
C 3.896 -2.082 0.473  0.738
C 4.895 -2.548 -0.348  -0.772
C 4.016 -2.058 1.978  0.269
O 5.025 -2.384 2.550  -0.665
O 2.898 -1.689 2.583  -0.746
H 3.294 -2.132 -3.271  0.504
H 1.556 -1.264 -1.661  0.598
H 5.830 -2.902 0.063  0.613
C 3.273 1.897 0.724  -1.373
C 2.333 0.883 1.236  0.793
O 1.661 0.990 2.317  -0.630
H 3.134 2.865 1.203  0.386
H 3.152 1.967 -0.357  0.225
H 4.290 1.540 0.910  0.348
O -2.099 -0.097 1.890  -0.725
C -1.577 0.339 0.884  -0.307
N -2.252 1.080 -0.052  0.136
C -1.388 1.590 -1.083  3.572
C -0.081 0.859 -0.692  -1.304
O 0.925 0.911 -1.376  -0.618
N -0.262 0.128 0.445  0.073
C -1.258 3.113 -0.993  -0.442
C -0.044 3.782 -0.902  0.186
C -0.010 5.169 -0.825  -0.985
C -1.184 5.904 -0.841  -0.351
C -2.401 5.243 -0.941  -0.974
C -2.433 3.862 -1.020  -0.310
C -1.804 1.176 -2.489  -0.532
C -2.855 0.295 -2.701  -0.365
C -3.208 -0.081 -3.992  -0.847
C -2.506 0.413 -5.078  -0.411
C -1.446 1.286 -4.869  -0.843
C -1.099 1.669 -3.585  -0.219
H -3.146 1.465 0.195  0.285
H 0.878 3.219 -0.901  0.481
H 0.945 5.673 -0.752  0.425
H -1.153 6.985 -0.780  0.387
H -3.326 5.805 -0.964  0.376
H -3.390 3.361 -1.122  0.348
H -3.392 -0.111 -1.854  0.440
H -4.031 -0.769 -4.142  0.394
H -2.776 0.116 -6.083  0.386
H -0.883 1.668 -5.711  0.391
H -0.269 2.344 -3.426  0.425

Calculated values
Max |F|, Eh/bohr: 0.01186
Molar mass, g/mol: 780.37
Charge: -1
Gap between HOMO and LUMO (spin up / spin down), Ha: 0.2460 / 0.2566
Relative energy (zero: lowest compared OMol25 entry of this formula, charge and spin), kJ/mol: 0.00
LUMO level (spin up / spin down), eV: 1.5626 / 1.5771
E_tot, eV: -59173.8075